{
  "formula": "C25H31ClN5O5S2",
  "method": "ωB97M-V/def2-TZVPD",
  "e_above_lowest_ev": 1.367,
  "max_force_ev_per_a": 1.351,
  "multiplicity": 1,
  "smiles": "CCOC(=O)N1CC[NH+](S(=O)(=O)c2ccc(C(=O)N(CCN(C)C)c3nc4ccc(Cl)cc4s3)cc2)CC1",
  "charge": 1,
  "elements": ["C", "C", "O", "C", "O", "N", "C", "C", "N", "S", "O", "O", "C", "C", "C", "C", "C", "O", "N", "C", "C", "N", "C", "C", "C", "N", "C", "C", "C", "C", "Cl", "C", "C", "S", "C", "C", "C", "C", "H", "H", "H", "H", "H", "H", "H", "H", "H", "H", "H", "H", "H", "H", "H", "H", "H", "H", "H", "H", "H", "H", "H", "H", "H", "H", "H", "H", "H", "H", "H"],
  "positions_angstrom": [[2.96, -2.43, 6.91], [2.34, -1.53, 5.86], [1.65, -2.35, 4.90], [0.62, -1.79, 4.27], [0.24, -0.66, 4.40], [0.02, -2.67, 3.40], [-1.16, -2.30, 2.67], [-0.85, -2.30, 1.16], [0.27, -3.21, 0.88], [0.27, -3.84, -0.95], [-1.02, -4.43, -1.00], [1.45, -4.62, -0.94], [0.41, -2.34, -1.86], [1.67, -1.84, -2.13], [1.77, -0.67, -2.87], [0.63, -0.02, -3.30], [0.75, 1.20, -4.17], [1.35, 1.19, -5.22], [0.06, 2.29, -3.71], [0.06, 3.53, -4.47], [1.11, 4.46, -3.82], [0.85, 4.48, -2.39], [2.03, 4.30, -1.57], [0.06, 5.62, -1.97], [-0.30, 2.37, -2.38], [0.31, 1.70, -1.47], [-0.35, 1.74, -0.28], [0.08, 1.19, 0.92], [-0.70, 1.32, 2.05], [-1.92, 1.98, 1.99], [-2.89, 2.09, 3.41], [-2.38, 2.56, 0.81], [-1.59, 2.43, -0.31], [-1.88, 3.05, -1.92], [-0.64, -0.57, -3.06], [-0.75, -1.73, -2.33], [0.21, -4.41, 1.73], [0.48, -4.03, 3.19], [3.66, -3.12, 6.44], [3.50, -1.82, 7.63], [2.20, -3.00, 7.42], [3.10, -0.95, 5.33], [1.61, -0.84, 6.31], [-1.97, -3.00, 2.91], [-1.46, -1.30, 3.00], [-0.61, -1.30, 0.81], [-1.72, -2.67, 0.60], [1.16, -2.73, 1.06], [2.54, -2.37, -1.79], [2.74, -0.27, -3.11], [0.32, 3.30, -5.50], [-0.93, 3.97, -4.42], [1.05, 5.45, -4.27], [2.10, 4.05, -4.01], [2.52, 3.37, -1.84], [2.75, 5.13, -1.68], [1.73, 4.24, -0.52], [-0.84, 5.68, -2.58], [0.61, 6.56, -2.06], [-0.23, 5.49, -0.93], [1.04, 0.70, 0.96], [-0.37, 0.91, 2.99], [-3.32, 3.09, 0.78], [-1.52, -0.08, -3.44], [-1.71, -2.19, -2.14], [0.95, -5.13, 1.37], [-0.78, -4.85, 1.59], [-0.04, -4.73, 3.85], [1.55, -4.07, 3.42]]
}

***

{
  "formula": "C25H31F2N3O5S2",
  "method": "ωB97M-V/def2-TZVPD",
  "max_force_ev_per_a": 1.302,
  "multiplicity": 1,
  "smiles": "CCCc1c(CN)c(O)c(CCCSC(=S)N(CC)CC)c2c1C(=O)C(N(C(=O)F)C(=O)F)=C(C)C2=O",
  "e_tot_ev": -68240.5219,
  "elements": ["C", "C", "C", "C", "C", "C", "N", "C", "O", "C", "C", "C", "C", "S", "C", "S", "N", "C", "C", "C", "C", "C", "C", "C", "O", "C", "N", "C", "O", "F", "C", "O", "F", "C", "C", "C", "O", "H", "H", "H", "H", "H", "H", "H", "H", "H", "H", "H", "H", "H", "H", "H", "H", "H", "H", "H", "H", "H", "H", "H", "H", "H", "H", "H", "H", "H", "H", "H"],
  "positions_angstrom": [[1.32, -2.20, 4.81], [2.00, -2.51, 3.48], [1.86, -1.42, 2.40], [0.45, -1.17, 1.94], [-0.31, -0.14, 2.53], [0.28, 0.83, 3.53], [1.43, 1.57, 2.98], [-1.64, 0.04, 2.13], [-2.41, 1.04, 2.69], [-2.23, -0.68, 1.09], [-3.61, -0.32, 0.60], [-3.48, 0.59, -0.63], [-2.86, 1.93, -0.25], [-2.46, 2.88, -1.76], [-1.12, 3.86, -1.06], [-1.39, 4.86, 0.18], [0.16, 3.73, -1.65], [0.60, 2.32, -1.75], [2.02, 2.14, -1.20], [0.13, 4.42, -2.97], [1.43, 4.26, -3.76], [-1.44, -1.65, 0.47], [-0.13, -1.89, 0.90], [0.63, -2.95, 0.17], [1.43, -3.69, 0.69], [0.34, -3.03, -1.29], [1.38, -3.37, -2.23], [2.48, -4.12, -1.72], [2.51, -5.27, -1.51], [3.57, -3.33, -1.58], [1.79, -2.20, -2.95], [1.63, -1.07, -2.64], [2.37, -2.57, -4.09], [-0.90, -2.80, -1.72], [-1.34, -2.89, -3.14], [-1.93, -2.42, -0.71], [-3.08, -2.72, -0.89], [1.39, -3.04, 5.50], [1.80, -1.34, 5.31], [0.27, -1.96, 4.68], [3.07, -2.66, 3.66], [1.58, -3.43, 3.09], [2.45, -1.77, 1.56], [2.31, -0.49, 2.73], [0.55, 0.34, 4.46], [-0.50, 1.55, 3.79], [1.15, 2.50, 2.70], [2.16, 1.67, 3.67], [-2.42, 0.93, 3.64], [-4.17, -1.21, 0.34], [-4.14, 0.22, 1.39], [-4.45, 0.73, -1.10], [-2.83, 0.11, -1.36], [-3.53, 2.52, 0.38], [-1.92, 1.79, 0.26], [-0.07, 1.70, -1.15], [0.52, 1.94, -2.77], [2.59, 1.43, -1.80], [2.56, 3.08, -1.19], [1.99, 1.76, -0.18], [-0.03, 5.48, -2.76], [-0.72, 4.08, -3.56], [2.24, 3.89, -3.14], [1.75, 5.22, -4.15], [1.30, 3.60, -4.61], [-2.40, -3.12, -3.18], [-1.16, -1.94, -3.66], [-0.80, -3.67, -3.67]]
}

***

{
  "formula": "C25H31F6IN3O10S2",
  "method": "ωB97M-V/def2-TZVPD",
  "max_force_ev_per_a": 4.700,
  "multiplicity": 1,
  "e_tot_ev": -97438.6638,
  "charge": -1,
  "elements": ["C", "O", "C", "C", "C", "C", "C", "C", "C", "C", "C", "C", "C", "C", "I", "C", "C", "C", "C", "C", "O", "N", "O", "C", "O", "N", "C", "C", "C", "O", "C", "O", "H", "H", "H", "H", "H", "H", "H", "H", "H", "H", "H", "H", "H", "H", "H", "H", "H", "H", "H", "H", "H", "H", "H", "H", "H", "H", "H", "H", "H", "H", "H", "C", "F", "F", "F", "S", "O", "O", "N", "S", "O", "O", "C", "F", "F", "F"],
  "positions_angstrom": [[4.52, 0.64, 6.87], [5.00, -0.08, 5.73], [4.19, 0.39, 4.62], [4.35, -0.50, 3.34], [5.54, -0.08, 2.39], [5.52, 1.44, 1.92], [4.09, 2.08, 1.78], [3.11, 1.25, 0.82], [1.65, 1.58, 1.30], [0.50, 0.77, 0.63], [0.36, 0.47, -0.80], [1.43, 0.95, -1.84], [1.45, 2.52, -1.95], [0.03, 3.04, -2.40], [-0.75, 4.44, -0.90], [-0.79, -0.26, -1.38], [-1.84, -0.70, -0.50], [-1.68, -0.42, 0.95], [-0.57, 0.28, 1.54], [-0.59, 0.51, 3.07], [-1.02, 1.89, 3.36], [-0.56, 2.25, 4.61], [-0.96, 1.54, 5.47], [-2.98, -1.06, 1.52], [-3.24, -1.58, 2.56], [-3.97, -0.94, 0.44], [-4.44, 0.43, 0.16], [-5.30, 0.92, 1.49], [-5.13, 2.54, 1.83], [-4.51, 1.30, 2.63], [-3.20, -1.44, -0.72], [-3.56, -2.18, -1.57], [4.63, 1.76, 6.74], [3.43, 0.44, 7.08], [5.08, 0.32, 7.79], [3.11, 0.34, 4.93], [4.48, 1.47, 4.47], [4.58, -1.54, 3.70], [3.39, -0.59, 2.77], [5.60, -0.70, 1.46], [6.52, -0.24, 2.91], [6.04, 1.49, 0.93], [6.10, 2.10, 2.63], [4.24, 3.07, 1.26], [3.60, 2.33, 2.76], [3.34, 1.65, -0.21], [3.37, 0.17, 0.79], [1.44, 2.67, 1.10], [1.65, 1.49, 2.42], [1.17, 0.53, -2.86], [2.42, 0.49, -1.58], [1.79, 2.95, -0.97], [2.18, 2.78, -2.77], [0.11, 3.52, -3.41], [-0.75, 2.24, -2.48], [-0.88, -0.48, -2.47], [0.38, 0.28, 3.58], [-1.40, -0.16, 3.48], [-5.20, 0.50, -0.65], [-3.64, 1.21, 0.13], [-6.34, 0.46, 1.65], [-6.29, 2.57, 1.87], [-5.05, 3.06, 2.81], [-4.39, -4.64, -8.52], [-4.76, -4.42, -9.80], [-5.52, -4.75, -7.80], [-3.81, -5.86, -8.49], [-3.28, -3.33, -7.88], [-4.06, -2.13, -7.97], [-2.13, -3.38, -8.75], [-3.09, -3.95, -6.43], [-2.14, -3.10, -5.49], [-2.65, -1.83, -5.04], [-0.73, -3.11, -5.82], [-2.27, -4.18, -4.02], [-1.84, -5.43, -4.27], [-3.54, -4.31, -3.58], [-1.55, -3.73, -2.97]]
}